1.
Entry from the Open Molecules 2025 dataset: C38H56BCl5N6O2PtSe2 as an isolated structure (the ωB97M-V functional and the def2-TZVPD basis).

As for the expectation value of S²: 6.08. The calculation puts the HOMO energy (alpha / beta) at -6.74 / -7.18 eV. For the HOMO-LUMO gap (alpha / beta), the calculation gives 6.61 / 5.39 eV. Its total energy is -250561.8484 eV. As for the relative energy (zero: lowest compared OMol25 entry of this formula, charge and spin): 0.7918 eV.

```
! RIJCOSX wB97M-V def2-TZVPD def2/J DEFGRID3
* xyz 0 5
Pt -0.8732 0.8138 -0.0423
C -1.3659 1.2135 5.3268
C -1.4806 1.1215 3.8051
C -1.0521 2.4391 3.1690
C -0.6887 -0.0436 3.2803
C -0.3779 -1.2345 3.9305
C 0.3939 -1.9731 3.0431
C 0.9837 -3.3113 3.4329
C 1.4769 -4.2567 2.3422
C 2.0736 -3.1233 4.4967
N 0.5272 -1.2437 1.9159
N -0.1498 -0.0627 2.0641
B 1.2183 -1.5105 0.5264
N 1.9433 -0.2062 0.1694
N 1.2501 0.9570 0.0342
C 2.1347 1.9568 0.0408
C 3.4220 1.4234 0.1457
C 3.2609 0.0572 0.2341
C 4.3077 -0.9970 0.4336
C 5.6116 -0.6178 -0.2622
C 4.5243 -1.2187 1.9312
C 1.8028 3.4181 0.0279
C 2.1060 4.0323 -1.3387
C 2.5618 4.1477 1.1380
N 0.2491 -1.2504 -1.9852
N -0.8950 -0.9557 -2.6705
C -0.5306 -0.5945 -3.8877
C 0.8665 -0.6682 -4.0294
C 1.3116 -1.1149 -2.8146
C 0.4628 -3.8840 -3.4274
C 2.3288 -4.4262 -1.2873
C 0.5115 -4.0393 -4.8892
C -1.5427 -0.2396 -4.9438
C -2.8712 0.2023 -4.3450
C -0.9950 0.8187 -5.8987
H -1.9348 2.0680 5.6964
H -0.3233 1.3433 5.6242
H -1.7505 0.3202 5.8188
H -2.5343 0.9348 3.5651
H -0.0297 2.6900 3.4620
H -1.7073 3.2501 3.4949
H -1.0717 2.3858 2.0804
H -0.6431 -1.5304 4.9316
H 0.1494 -3.8104 3.9364
H 2.4896 -4.0034 2.0241
H 0.8398 -4.2578 1.4609
H 1.5016 -5.2724 2.7403
H 2.9443 -2.6160 4.0817
H 2.4004 -4.0970 4.8668
H 1.7126 -2.5382 5.3423
H 2.0035 -2.3899 0.6421
H 4.3479 1.9721 0.1637
H 3.9345 -1.9250 -0.0021
H 6.0727 0.2497 0.2157
H 5.4513 -0.3768 -1.3137
H 6.3228 -1.4426 -0.2027
H 4.9057 -0.3100 2.4020
H 5.2398 -2.0242 2.1075
H 3.5824 -1.4764 2.4144
H 0.7378 3.5196 0.2310
H 3.1690 3.9339 -1.5698
H 1.8521 5.0941 -1.3498
H 1.5429 3.5376 -2.1306
H 3.6315 4.1914 0.9238
H 2.4316 3.6502 2.1000
H 2.2005 5.1735 1.2278
H 1.4861 -0.4456 -4.8799
H 1.4282 -5.7904 -2.9233
H 2.3597 -4.1670 -0.2434
H 3.1006 -4.8192 -1.9225
H 0.1315 -5.4937 -1.6248
H 1.4240 -3.6348 -5.3370
H -0.3312 -3.4699 -5.2884
H 0.3858 -5.0738 -5.2232
H -1.7215 -1.1544 -5.5223
H -2.7413 1.1216 -3.7689
H -3.2814 -0.5567 -3.6798
H -3.5939 0.3971 -5.1397
H -0.7870 1.7473 -5.3617
H -1.7223 1.0363 -6.6823
H -0.0728 0.4949 -6.3820
O -4.6898 5.8276 0.9613
C -4.5225 4.4641 1.2920
C -3.8699 3.6436 0.1610
C -4.5931 3.9465 -1.1596
O -6.0064 4.0518 -1.0043
C -3.9859 2.1717 0.5546
Se -3.1660 0.9257 -0.7097
C -2.4040 4.0590 0.0531
Se -1.3430 3.0267 -1.2353
H -5.4345 5.8792 0.3502
H -5.4798 4.0117 1.5665
H -3.8751 4.4302 2.1713
H -4.3398 3.2094 -1.9240
H -4.2623 4.9187 -1.5256
H -6.3963 3.1732 -0.9859
H -5.0351 1.8696 0.6048
H -3.5426 1.9867 1.5342
H -1.9166 3.9874 1.0229
H -2.3406 5.0951 -0.2798
Cl 2.9516 -1.3697 -2.4267
C 0.0315 -1.8931 -0.6580
C -1.1561 -1.2142 -0.0546
C -2.1020 -1.9261 0.6200
Cl -3.2979 -1.1515 1.6250
C -2.1406 -3.3395 0.5947
Cl -3.3435 -4.2136 1.4396
C -1.1534 -4.0281 -0.1797
Cl -1.3238 -5.7836 -0.2063
C -0.1732 -3.3648 -0.8128
Cl 0.8709 -4.4586 -2.0610
*
```

=====

2.
Entry from the Open Molecules 2025 dataset: C38H56FeN2O3PS3SeSi as an isolated structure (the ωB97M-V functional and the def2-TZVPD basis).

As for the expectation value of S²: 8.77. The calculation puts the HOMO energy (alpha / beta) at -7.84 / -7.95 eV. For the HOMO-LUMO gap (alpha / beta), the calculation gives 8.18 / 6.84 eV. Its total energy is -198849.0326 eV. As for the relative energy (zero: lowest compared OMol25 entry of this formula, charge and spin): 0.0000 eV.

```
! RIJCOSX wB97M-V def2-TZVPD def2/J DEFGRID3
* xyz 0 6
Fe 0.4160 0.2609 -0.5292
C 0.9034 -0.9337 5.8208
C -0.1085 0.0146 5.7203
C -0.5157 0.4623 4.4766
C 0.0799 -0.0437 3.3201
C 1.0865 -0.9950 3.4257
C 1.5018 -1.4328 4.6768
P -0.4062 0.6578 1.6961
C -2.2009 0.3561 1.6092
C -2.8505 -0.5855 2.4020
C -4.1945 -0.8561 2.1920
C -4.8969 -0.1941 1.1964
C -4.2524 0.7428 0.4008
C -2.9081 1.0070 0.5958
C -0.2468 2.4201 2.1851
C 1.0532 2.9016 2.3369
C 1.2764 4.2068 2.7341
C 0.1974 5.0447 2.9881
C -1.0945 4.5689 2.8479
C -1.3205 3.2629 2.4361
H 1.2222 -1.2797 6.7957
H -0.5695 0.4187 6.6122
H -1.2954 1.2085 4.3975
H 1.5352 -1.4045 2.5289
H 2.3016 -2.1575 4.7589
H -2.3103 -1.1192 3.1725
H -4.6914 -1.5979 2.8040
H -5.9421 -0.4205 1.0297
H -4.7979 1.2691 -0.3717
H -2.4046 1.7210 -0.0478
H 1.8954 2.2431 2.1454
H 2.2885 4.5755 2.8403
H 0.3688 6.0679 3.2962
H -1.9371 5.2169 3.0501
H -2.3349 2.9104 2.3070
S -0.4643 -2.5118 0.7905
C 0.4012 -3.5514 -0.1706
N 0.4045 -3.5676 -1.4958
C 1.4005 -4.3755 -2.1715
C 1.8647 -5.4413 -1.1768
S 1.4538 -4.7954 0.4805
H -0.0166 -2.7573 -1.9743
H 2.2338 -3.7463 -2.4960
H 0.9562 -4.8372 -3.0532
H 2.9368 -5.6101 -1.2263
H 1.3425 -6.3862 -1.3110
C 3.9296 1.1576 -0.1604
C 3.4757 -0.2572 0.1902
C 4.6709 -1.2183 0.0959
C 2.3605 -0.7725 -0.7016
H 4.7186 1.4893 0.5173
H 3.1061 1.8672 -0.0920
H 4.3190 1.1883 -1.1814
H 3.1255 -0.2710 1.2308
H 5.0336 -1.2643 -0.9341
H 4.3844 -2.2259 0.4039
H 5.4941 -0.8833 0.7304
H 2.5929 -0.6950 -1.7671
H 2.1185 -1.8022 -0.4427
Se 0.7326 2.4589 -1.2557
C -0.5851 3.6574 -0.9671
N -1.4074 4.4559 -0.8230
C -1.2314 -2.2711 -7.0684
C -1.8101 -1.9452 -5.6926
C -1.3966 -3.0165 -4.6873
C -3.3303 -1.8484 -5.7719
O -1.3388 -0.6519 -5.3059
Si -0.2442 -0.0709 -4.2561
S -0.8718 -0.5211 -2.2712
O -0.0774 1.5154 -4.5379
C -0.9613 2.5201 -5.0679
C -0.2510 3.8565 -4.8901
C -2.2802 2.4959 -4.3009
C -1.2116 2.2655 -6.5556
O 1.2250 -0.7822 -4.3635
C 2.3574 -0.4675 -5.1917
C 3.1649 0.6457 -4.5221
C 1.9328 -0.0252 -6.5910
C 3.1796 -1.7495 -5.2717
H -1.7290 -3.1432 -7.4946
H -0.1635 -2.4825 -6.9934
H -1.3761 -1.4269 -7.7439
H -1.7346 -3.9973 -5.0242
H -1.8315 -2.8074 -3.7096
H -0.3081 -3.0256 -4.5936
H -3.7563 -2.7987 -6.0960
H -3.6165 -1.0755 -6.4867
H -3.7394 -1.5883 -4.7949
H -0.1005 4.0756 -3.8342
H -0.8479 4.6548 -5.3331
H 0.7249 3.8311 -5.3781
H -2.1028 2.6755 -3.2408
H -2.7573 1.5201 -4.4155
H -2.9516 3.2691 -4.6756
H -0.2804 2.3413 -7.1190
H -1.9129 3.0063 -6.9417
H -1.6276 1.2700 -6.6975
H 2.4926 1.4557 -4.2369
H 3.9209 1.0336 -5.2062
H 3.6645 0.2708 -3.6270
H 1.4809 0.9644 -6.5507
H 1.2024 -0.7172 -7.0104
H 2.8052 0.0111 -7.2442
H 3.4598 -2.0726 -4.2674
H 4.0887 -1.5812 -5.8503
H 2.5961 -2.5443 -5.7408
*
```